ORCA calculation (ωB97M-V with the def2-TZVPD basis set) on a cluster of 13 separate species, C5H37NO13 in total in a non-equilibrium geometry.

XYZ file:
```
56
Properties=species:S:1:pos:R:3:forces:R:3:nbo_charge:R:1
C 1.869630 2.974203 -1.342708 -0.3878 -0.9959 -0.0811 -0.46
N 1.433079 1.608394 -1.870814 -1.8791 2.7209 -1.7873 -0.23
C -0.110670 -0.070303 0.117222 -1.2891 -1.6191 -1.3074 -0.65
C -0.512294 1.289340 -0.447993 1.8505 -1.1442 -0.2456 -0.42
C -0.004076 1.329355 -1.914199 1.5595 0.0222 1.1150 -0.09
C -0.854917 2.468126 -2.636228 -0.6981 0.8088 -0.1058 -0.03
O -2.188697 2.027054 -2.672321 0.7785 -0.0674 -0.7785 -0.67
H 2.475531 2.900513 -0.422497 0.1707 0.0599 -0.8177 0.26
H 1.008083 3.546843 -1.065953 -0.7600 -0.0344 0.3969 0.23
H 2.264675 3.539582 -2.191753 0.8025 -0.3965 0.3593 0.25
H 1.843068 1.503241 -2.809395 0.3768 -0.8231 0.6790 0.41
H -0.039690 -0.895746 -0.616499 -0.4868 0.6454 -0.6899 0.22
H 0.922327 -0.125866 0.383963 0.4885 0.3250 1.6116 0.22
H -0.961352 -0.501551 0.681779 1.1692 0.5103 0.8960 0.26
H -1.578064 1.346599 -0.463569 -0.5519 0.6091 0.2576 0.25
H 0.071597 2.039979 0.163966 -1.3547 -0.4061 -0.6831 0.25
H -0.174773 0.463003 -2.580977 0.1420 0.0925 0.7905 0.25
H -0.346112 2.742977 -3.586557 -0.7849 -0.2485 0.3228 0.20
H -0.973134 3.321801 -1.978870 0.8798 0.2995 0.1330 0.21
H -2.415243 1.646651 -3.527742 0.0662 -0.0818 -0.1121 0.49
H 1.403330 2.870632 2.671610 1.3366 -0.2815 0.1074 0.51
H 2.039519 1.443592 2.062742 1.2423 0.2662 0.5811 0.51
O 1.308144 2.013704 2.252161 -2.0695 0.3409 -1.0488 -0.99
H -2.906387 -3.343735 1.066809 -0.0985 -0.4667 1.0446 0.46
H -3.113644 -1.968130 1.422881 -0.2128 -0.3729 1.1749 0.46
O -3.088503 -2.839424 1.887557 0.1270 0.8252 -2.1612 -0.92
H -2.595429 -2.348890 -2.154164 -0.2567 -0.3795 0.4645 0.50
H -1.561338 -2.898390 -1.068274 -0.3000 -0.5715 0.1277 0.49
O -1.739892 -2.245353 -1.738251 0.7104 0.9250 -0.5366 -0.98
H -0.509364 0.528102 4.399427 -0.2496 -0.3663 -0.0970 0.49
H 0.536750 1.485568 3.789691 -0.2057 -0.2685 -0.2986 0.46
O 0.253869 1.069918 4.600840 0.2007 0.1626 0.7647 -0.97
H -4.024483 -0.351927 -2.606207 -0.4246 -0.1989 -1.1786 0.46
H -3.811909 0.661749 -1.542456 -0.0105 0.6887 0.2834 0.48
O -3.879279 -0.275809 -1.679969 0.1946 -0.4490 0.8556 -0.93
H -1.548717 3.850033 0.933665 0.0140 0.0699 0.3793 0.45
H -0.559947 3.840170 2.117029 -0.5014 0.0062 -0.0947 0.46
O -1.503695 3.891477 1.899962 0.3528 -0.0505 -0.3149 -0.91
H 3.460821 -2.932506 -1.283082 0.6973 -0.8558 -0.6131 0.48
H 2.129150 -2.314274 -1.848370 0.7195 -0.3401 0.2175 0.51
O 2.808339 -2.272204 -1.139223 -1.6495 1.4408 -0.7419 -0.98
H 3.056465 -1.916148 1.952072 0.6904 -1.4511 -1.1520 0.50
H 3.511034 -3.125094 0.864265 0.6325 0.8098 0.5190 0.48
O 2.836317 -2.704819 1.394553 -1.1620 0.5769 1.4377 -0.98
H 3.205879 -0.444368 -0.625467 0.9488 0.4880 1.0687 0.50
H 3.066285 1.012259 -0.093142 0.8385 -0.8560 0.1380 0.43
O 3.662558 0.231343 -0.031832 -1.7350 0.1505 -1.0360 -0.94
H 0.517810 -3.589069 2.052454 0.6131 0.3617 -0.3796 0.51
H 0.590614 -2.286205 1.095080 0.8763 -0.9001 0.1200 0.49
O 0.117721 -2.757199 1.784049 -1.1503 0.2946 -0.4813 -0.98
H -0.531027 -1.570307 2.964152 -0.7596 -0.6023 1.3694 0.48
H -1.759509 -2.263185 3.516663 -1.0742 -0.9166 -0.4947 0.48
O -1.081349 -1.674145 3.785172 1.4853 1.8159 -0.1729 -0.98
H 0.481508 -2.281168 -4.221006 -0.5177 -0.3548 -1.0711 0.49
H -0.179021 -1.662543 -2.925711 -0.3044 -0.7546 -0.2759 0.50
O 0.628249 -2.001891 -3.337136 0.9102 0.9375 1.5418 -0.99
```
Positions in Å, forces in eV/Å.

Calculated values
Gap between HOMO and LUMO (spin up / spin down) (eV): 8.805 / 3.939
2S+1: 2
Charge: +1
ΔE to the lowest compared entry with this formula, charge and spin (kcal/mol): 40.72
Max |F| (eV Å⁻¹): 3.8
Energy (eV): -33882.084



ORCA calculation (ωB97M-V with the def2-TZVPD basis set) on a cluster of 14 separate species, C5H37NO15 in total in a non-equilibrium geometry.

XYZ file:
```
58
Properties=species:S:1:pos:R:3:forces:R:3:nbo_charge:R:1
O 2.248207 -0.196468 -2.418115 0.1260 -0.1719 -0.9263 -0.56
C 1.125282 -0.621572 -2.461242 -1.0093 -0.0549 0.9139 0.46
C 0.353495 -0.972580 -1.186316 -0.0094 -0.4352 -0.7586 -0.16
C 0.450253 -2.448662 -0.735736 0.4281 0.1430 -0.6121 -0.40
C 1.852529 -3.044082 -0.713209 0.9823 0.2887 0.4614 -0.65
N -1.058417 -0.679450 -1.425607 0.1064 -0.1009 1.3322 -0.65
C -1.489407 0.643371 -1.237594 1.1423 0.4659 -0.1015 0.07
O -0.707015 1.553329 -2.122517 -1.3386 -0.1422 -0.1745 -0.79
H 0.461498 -0.713612 -3.377228 1.0090 0.1515 0.1889 0.11
H 0.834630 -0.388684 -0.384372 -0.6286 0.1819 -0.1544 0.22
H 0.038619 -2.385334 0.268331 -0.2094 -0.5496 -0.0563 0.23
H -0.164008 -3.078121 -1.387551 -0.2761 0.2364 0.3992 0.21
H 2.640677 -2.325899 -0.931674 -0.0761 0.3728 -0.3431 0.21
H 2.045868 -3.882786 -1.386254 -0.4389 0.0448 0.0865 0.22
H 2.129271 -3.323517 0.297094 -0.1757 -0.4848 0.2128 0.24
H -1.408137 -1.157339 -2.250724 0.0451 0.4452 0.2108 0.39
H -2.579372 0.702221 -1.286304 0.1621 0.3114 -0.6505 0.19
H -1.193855 1.070938 -0.277094 -0.2754 -0.8976 0.3889 0.18
H -1.318952 2.011609 -2.707725 0.1560 0.0212 -0.1741 0.49
H 2.512301 2.154446 -0.428578 -0.1209 0.0178 -0.1709 0.51
H 2.790778 0.741712 -0.987720 0.3430 0.3090 -0.3019 0.49
O 3.176360 1.443264 -0.430605 -0.1427 -0.2474 0.2909 -0.98
H 3.222106 0.524514 2.256158 -0.1763 -0.2726 0.4686 0.47
H 2.524743 0.765069 1.005612 -0.3704 0.1219 0.3496 0.50
O 2.301631 0.583845 1.963569 0.7195 0.0950 -0.7195 -1.00
H -2.591415 -2.086580 2.405510 0.0056 -0.5233 0.0982 0.48
H -1.501500 -1.290661 1.861647 0.3031 -0.1248 -0.1296 0.50
O -1.704146 -2.225693 2.044581 -0.3938 0.7636 0.1014 -0.96
H -0.157660 -2.825026 -3.469296 0.2060 0.1934 0.1124 0.46
H 1.318692 -2.898421 -3.984027 -0.1025 0.1860 0.0992 0.48
O 0.514036 -3.403244 -3.835762 -0.0668 -0.5088 -0.3461 -0.94
H 0.501929 3.781293 -0.409165 -0.0407 -0.1522 -0.0598 0.51
H 0.129736 2.304057 -0.713181 0.3388 0.4298 -0.5388 0.49
O 0.749640 2.858601 -0.213660 0.3762 -0.3940 0.1223 -1.02
H 0.202218 3.504777 2.814762 0.2831 -0.5536 -0.6446 0.52
H -0.264809 2.625129 1.572615 0.6627 -0.0330 -0.0011 0.50
O -0.473328 3.383279 2.120006 -0.5021 1.0358 0.4868 -1.04
H 2.154127 2.455123 2.550160 -0.1054 -0.3810 0.5212 0.51
H 2.163995 2.613394 4.124304 0.2476 -0.2933 -0.0549 0.48
O 1.815603 2.965730 3.307153 -0.0130 0.7565 -0.0154 -0.99
H -2.158272 -3.197143 0.479160 0.0060 -0.2341 -0.0274 0.50
H -1.947112 -4.628702 -0.058404 0.0313 0.0308 0.0589 0.46
O -2.528448 -3.866805 -0.123625 -0.1275 0.1100 -0.1465 -0.98
H -0.645492 4.805009 0.681908 -0.0376 0.1034 0.1177 0.51
H -1.305064 5.348391 -0.616097 -0.1736 0.0576 -0.0079 0.47
O -0.467995 5.270266 -0.156537 0.1287 0.0040 0.1603 -0.97
H -1.447584 -1.994233 -4.762898 -0.5577 -1.0275 0.2527 0.51
H -2.659708 -1.955281 -3.586553 0.1105 -1.2458 -0.4759 0.50
O -2.065710 -1.528569 -4.199043 0.2501 2.0011 0.0556 -0.99
H -0.800515 0.732276 2.705965 0.0568 0.0420 -0.1050 0.49
H -2.159393 1.387954 2.578290 -0.0064 0.0505 -0.1381 0.50
O -1.581119 0.748786 2.135506 0.0493 -0.1879 0.2767 -0.98
H -2.086914 4.059761 3.180804 0.5222 -0.1812 -0.6629 0.49
H -2.747445 3.663381 1.804404 0.8455 -0.0030 -0.3704 0.47
O -2.897311 3.891646 2.709515 -2.2362 0.1847 1.1568 -0.96
H 1.477403 -3.201440 3.568753 -0.1808 0.3876 0.2767 0.47
H 0.759937 -4.342709 2.856250 -0.3289 -0.0171 0.0137 0.47
O 1.614516 -3.930542 2.972335 0.4776 -0.3255 -0.3463 -0.94
```
Positions in Å, forces in eV/Å.

Calculated values
Gap between HOMO and LUMO (eV): 9.479
Charge: 0
ΔE to the lowest compared entry with this formula, charge and spin (kcal/mol): 105.26
Max |F| (eV Å⁻¹): 2.5
Energy (eV): -37987.748



ORCA calculation (ωB97M-V with the def2-TZVPD basis set) on a cluster of 14 separate species, C5H38N10O14 in total in a non-equilibrium geometry.

XYZ file:
```
67
Properties=species:S:1:pos:R:3:forces:R:3:nbo_charge:R:1
O -0.970040 -19.166820 -14.573800 -0.1567 -0.2704 -0.0291 -0.97
H -0.108860 -18.773550 -14.432570 0.3559 0.3108 -0.0436 0.50
H -1.550470 -18.694170 -13.977200 -0.2017 0.1829 0.1563 0.49
O -0.952600 -13.762490 -20.148530 -0.1928 0.9025 -0.0808 -0.95
H -0.600670 -13.510500 -21.002280 -0.0409 -0.1610 -0.1321 0.44
H -0.625820 -14.650980 -20.007010 0.0909 -0.8076 0.3761 0.51
O 4.315450 -16.491710 -15.507990 0.3982 0.4497 -0.0098 -0.95
H 3.863750 -15.963870 -14.849520 -0.1113 0.0646 0.2725 0.46
H 3.613690 -16.846820 -16.053580 -0.2640 -0.4368 -0.2061 0.49
O 1.051190 -21.172740 -14.926500 0.4207 -0.0542 -0.1574 -0.95
H 0.270870 -20.619300 -14.958770 -0.3584 0.0464 -0.0144 0.48
H 0.800660 -21.908480 -14.367800 0.0143 -0.1992 0.1378 0.47
O -3.280410 -17.886210 -19.701290 -0.1981 0.3248 -0.9574 -0.99
H -3.739200 -18.554650 -20.210150 0.0428 -0.0842 -0.3638 0.47
H -3.259720 -18.235130 -18.810190 0.0846 -0.1818 0.6151 0.49
O 2.453930 -18.734230 -16.393020 0.2769 -0.7002 0.9387 -0.99
H 2.795550 -18.700640 -17.286550 0.8469 -0.4845 -0.8133 0.51
H 2.928360 -19.456710 -15.981700 0.0606 -0.3179 0.3401 0.51
O 3.236140 -14.720670 -17.995820 0.1851 0.2487 0.0929 -0.97
H 3.759090 -14.630300 -17.199200 0.2758 -0.1708 0.4660 0.50
H 2.592140 -14.014590 -17.941510 -0.4121 0.2768 0.0272 0.49
O -3.051310 -15.237280 -18.532450 -0.1140 0.5435 0.4655 -0.94
H -3.935070 -15.272290 -18.166430 -0.1990 -0.0167 0.0097 0.44
H -2.915670 -16.103980 -18.915430 0.2469 -0.3443 -0.3879 0.50
O -1.244680 -17.782330 -22.027520 -0.0902 -0.0987 -0.6349 -0.94
H -1.212080 -16.960390 -22.516990 0.0736 0.2320 -0.0135 0.45
H -1.641880 -17.546770 -21.189080 -0.0349 0.0455 0.6220 0.49
C -1.180640 -20.954850 -20.184410 0.6903 1.8460 -3.0058 0.73
O -0.660970 -20.365820 -21.115640 -0.3580 -0.5650 -0.9358 -0.64
N -2.380820 -21.518490 -20.179520 -2.4474 -1.1823 -0.0569 -0.85
N -0.563580 -20.997520 -19.053390 2.6081 -0.4589 4.6577 -0.82
H -2.871730 -21.683780 -21.046570 0.1094 0.1300 0.4055 0.41
H -2.729440 -21.827790 -19.283470 -0.3243 -0.1802 -0.6239 0.37
H -0.901650 -21.424800 -18.202950 0.0179 0.0789 -0.3359 0.37
H 0.322970 -20.517160 -18.995240 -0.3433 0.0265 -0.0553 0.42
C 1.963040 -14.697400 -21.655190 1.6776 -5.4593 1.1707 0.74
O 2.352900 -15.879140 -21.758610 -0.4657 1.5862 -0.8095 -0.66
N 2.188370 -14.035420 -20.551100 1.0733 2.1014 2.5640 -0.83
N 1.174860 -14.056560 -22.461460 -1.9427 1.5016 -3.2262 -0.83
H 2.104010 -13.031480 -20.622470 0.2186 -0.1865 0.8054 0.36
H 2.748430 -14.488690 -19.843290 0.0903 0.3473 -0.4361 0.42
H 1.035030 -14.461210 -23.376230 -0.1066 0.4225 0.1121 0.41
H 1.031270 -13.076510 -22.264000 -0.2136 -0.2420 -0.7302 0.38
C 5.446650 -17.382380 -18.997960 -1.8868 -2.8431 0.1364 0.76
O 4.352430 -17.936010 -18.852700 0.0114 0.5165 0.2973 -0.71
N 6.490850 -17.943890 -19.488980 4.9099 -3.7134 -2.7005 -0.80
N 5.766940 -16.185980 -18.648940 -2.0712 4.6219 1.9760 -0.84
H 7.345430 -17.413320 -19.579940 -0.3045 -0.2036 -0.0592 0.37
H 6.583930 -18.885520 -19.842220 -0.6865 0.1775 0.2695 0.40
H 6.652610 -15.705380 -18.717630 -0.6137 -0.2316 -0.1354 0.40
H 4.865090 -15.756720 -18.498980 0.6603 1.4097 0.3354 0.42
C -3.958070 -19.277700 -16.521050 1.3048 1.9057 -2.8304 0.75
O -3.227570 -18.659570 -17.255060 2.2865 1.3169 -0.6556 -0.71
N -5.206990 -19.118690 -16.538410 -6.6819 0.8819 0.1653 -0.79
N -3.581320 -20.212130 -15.758620 3.4320 -4.6495 4.4469 -0.81
H -5.720650 -19.706990 -15.897990 -0.6711 0.6370 -0.4948 0.38
H -5.651540 -18.445920 -17.146560 0.0481 -0.2725 0.2020 0.42
H -4.199450 -20.708130 -15.132530 0.1814 0.2312 -0.1498 0.38
H -2.617110 -20.142270 -15.466190 0.1013 -0.3995 -0.0737 0.42
C 0.176420 -17.180880 -18.328290 -1.6140 1.7384 -1.8889 0.78
O -0.427280 -16.480630 -19.166390 0.3306 -0.9203 1.0304 -0.72
N 1.438220 -17.011960 -18.006720 3.0339 1.8195 -0.0871 -0.84
N -0.292410 -18.188880 -17.606130 -1.5174 -2.0513 1.2661 -0.86
H 1.876690 -17.583720 -17.298960 -0.9144 1.4681 -0.6297 0.37
H 1.916040 -16.170610 -18.296410 -0.0858 -0.5652 -0.1981 0.41
H 0.363570 -18.523060 -16.914680 -0.5766 -0.2366 -0.0784 0.37
H -1.260620 -18.457460 -17.503460 0.0404 0.2963 -0.3195 0.43
```
Positions in Å, forces in eV/Å.

Calculated values
Gap between HOMO and LUMO (eV): 8.163
Charge: 0
ΔE to the lowest compared entry with this formula, charge and spin (kcal/mol): 113.96
Max |F| (eV Å⁻¹): 7.3
Energy (eV): -49369.620